Density functional theory data (ωB97M-V/def2-TZVPD) for a gas-phase ion, C7H12N3S (charge +1) in a non-equilibrium geometry.

DFT total energy, eV: -22744.797
Frontier orbital gap (spin up / spin down), Eh: 0.13315 / 0.26768
Spin multiplicity: 3
Charge: +1
Energy relative to the best compared isomer or geometry (same formula, charge and spin), kcal/mol: 68.3
Expectation value of S²: 2.03
HOMO energy (spin up / spin down), eV: -7.99 / -14.81

Last column: natural (NBO) charge in e.
Atoms and positions in Å:
1 C -2.416 -1.560 0.238  0.06
2 C -1.593 2.275 0.020  0.36
3 C 2.579 -1.092 -0.765  -0.59
4 C -0.241 2.167 -0.267  -0.53
5 C 1.156 -1.426 -0.013  -0.42
6 C 0.028 0.717 -0.568  -0.39
7 C 0.474 -0.201 0.618  -0.08
8 N -1.655 -1.195 1.158  -0.16
9 N -0.601 -0.531 1.592  -0.19
10 N -2.693 2.099 0.347  -0.60
11 S -3.401 -1.918 -0.862  0.46
12 H 3.372 -1.727 -0.357  0.24
13 H 2.861 -0.003 -0.625  0.21
14 H 2.551 -1.140 -1.762  0.22
15 H 0.064 2.817 -1.153  0.28
16 H 0.384 2.582 0.578  0.22
17 H 1.475 -2.094 0.839  0.22
18 H 0.358 -1.900 -0.598  0.22
19 H -0.876 0.284 -1.087  0.22
20 H 0.891 0.673 -1.129  0.24
21 H -0.159 -1.079 2.317  0.41
22 H 1.030 0.519 1.274  0.23
23 H -3.588 1.732 0.204  0.38

Density functional theory data (ωB97M-V/def2-TZVPD) for a molecular structure, C7H12N4O in a non-equilibrium geometry.

DFT total energy, eV: -15455.444
Frontier orbital gap (spin up / spin down), Eh: 0.30480 / 0.32971
Spin multiplicity: 3
Charge: 0
Energy relative to the best compared isomer or geometry (same formula, charge and spin), kcal/mol: 58.4
Expectation value of S²: 2.01
HOMO energy (spin up / spin down), eV: -7.61 / -10.24

Last column: natural (NBO) charge in e.
Atoms and positions in Å:
1 C -3.919 -0.619 0.600  -0.10
2 C -2.915 0.003 1.287  -0.07
3 C 0.911 -1.364 -0.139  -0.62
4 C 0.151 0.503 -1.806  -0.62
5 C 1.728 1.034 0.126  -0.62
6 C -0.629 0.485 0.607  0.17
7 C 0.589 0.189 -0.342  -0.07
8 N -3.492 -0.920 -0.637  -0.20
9 N -2.256 -0.560 -0.743  -0.06
10 N -0.855 2.254 -0.111  0.02
11 N -1.872 -0.023 0.431  -0.24
12 O -2.003 2.490 -0.151  -0.27
13 H -4.837 -0.849 0.951  0.21
14 H -3.160 0.376 2.250  0.25
15 H 1.067 -1.972 -1.054  0.23
16 H 1.856 -1.520 0.514  0.21
17 H 0.010 -1.823 0.348  0.21
18 H 0.169 1.562 -1.915  0.23
19 H 0.910 0.018 -2.591  0.20
20 H -0.738 -0.025 -1.991  0.25
21 H 1.916 0.857 1.247  0.20
22 H 1.432 2.074 0.051  0.23
23 H 2.628 0.782 -0.463  0.23
24 H -0.399 0.859 1.584  0.23

Density functional theory data (ωB97M-V/def2-TZVPD) for a single C7H12N4S2 molecule in a non-equilibrium geometry.

DFT total energy, eV: -35079.456
Frontier orbital gap (spin up / spin down), Eh: 0.24010 / 0.23852
Spin multiplicity: 3
Charge: 0
Expectation value of S²: 2.03
HOMO energy (spin up / spin down), eV: -6.07 / -8.55

Last column: natural (NBO) charge in e.
Atoms and positions in Å:
1 C -5.498 0.584 -0.071  0.25
2 C -3.690 -1.013 0.347  0.25
3 C -2.380 -0.697 0.015  0.08
4 C 1.337 1.663 0.252  -0.63
5 C 2.140 0.348 -0.044  -0.38
6 C 1.218 -0.910 0.176  -0.41
7 C 0.145 -1.120 -0.858  -0.57
8 N -4.607 -0.104 0.343  -0.44
9 N -1.959 0.536 -0.352  -0.42
10 N -2.722 1.604 -0.223  -0.39
11 N -4.044 -2.293 0.636  -0.75
12 S -6.667 1.477 -0.621  0.02
13 S -1.251 -2.049 -0.220  0.34
14 H 0.295 1.441 -0.115  0.22
15 H 1.853 2.528 -0.197  0.21
16 H 1.248 1.875 1.351  0.21
17 H 2.937 0.229 0.587  0.20
18 H 2.558 0.209 -1.015  0.19
19 H 0.840 -0.875 1.179  0.21
20 H 1.905 -1.714 0.236  0.20
21 H -0.252 -0.148 -1.123  0.28
22 H 0.494 -1.729 -1.796  0.23
23 H -2.001 2.246 -0.481  0.31
24 H -4.867 -2.259 1.227  0.39
25 H -3.275 -2.904 1.175  0.39

Density functional theory data (ωB97M-V/def2-TZVPD) for a gas-phase ion, C7H12N5 (charge +1) in a non-equilibrium geometry.

Structure (SMILES): CC1=C=NCN/C(N)=C/[N+](C)=N\1
DFT total energy, eV: -14894.068
Frontier orbital gap, Eh: 0.30521
Charge: +1
Energy relative to the best compared isomer or geometry (same formula, charge and spin), kcal/mol: 67.3
HOMO energy, eV: -12.51

Last column: natural (NBO) charge in e.
Atoms and positions in Å:
1 C 0.075 -0.766 -0.983  0.50
2 C 1.204 -0.105 -1.262  -0.05
3 C -0.874 -0.209 1.245  0.48
4 C -1.885 -1.832 -0.382  -0.08
5 C -0.732 0.708 0.207  -0.23
6 C 2.059 -0.684 -2.326  -0.64
7 C 0.621 2.700 0.895  -0.41
8 N -0.741 -1.669 -1.095  -0.39
9 N 1.448 1.064 -0.744  -0.04
10 N 0.530 1.460 0.147  -0.21
11 N -1.820 -1.197 0.982  -0.57
12 N -0.217 -0.124 2.377  -0.74
13 H -2.872 -1.414 -0.843  0.24
14 H -2.292 -2.805 -0.112  0.25
15 H -1.592 0.905 -0.358  0.26
16 H 2.903 0.020 -2.485  0.26
17 H 1.629 -0.764 -3.319  0.24
18 H 2.269 -1.771 -2.151  0.24
19 H 1.647 3.048 0.857  0.24
20 H -0.054 3.449 0.502  0.22
21 H 0.221 2.441 1.902  0.20
22 H -1.906 -1.881 1.676  0.40
23 H 0.716 0.299 2.326  0.43
24 H -0.335 -0.871 2.941  0.40

Density functional theory data (ωB97M-V/def2-TZVPD) for a gas-phase ion, C7H12NO (charge +1) in a non-equilibrium geometry.

DFT total energy, eV: -10979.101
Frontier orbital gap (spin up / spin down), Eh: 0.30534 / 0.30538
Charge: +1
Energy relative to the best compared isomer or geometry (same formula, charge and spin), kcal/mol: 122.8
HOMO energy (spin up / spin down), eV: -14.32 / -14.32

Last column: natural (NBO) charge in e.
Atoms and positions in Å:
1 C -1.156 -0.487 -1.581  0.04
2 C -1.718 0.726 -1.542  -0.18
3 C -0.342 -1.106 -0.526  -0.48
4 C 0.925 -0.497 0.098  -0.31
5 C 0.535 0.443 1.186  0.33
6 C 1.802 0.145 -0.867  -0.61
7 C -0.188 0.008 2.333  -0.73
8 N -1.665 1.685 -0.528  0.21
9 O -0.887 1.611 0.430  -0.27
10 H -1.161 -0.966 -2.526  0.24
11 H -2.548 1.106 -2.205  0.26
12 H -1.022 -1.227 0.250  0.24
13 H -0.143 -2.089 -0.978  0.25
14 H 1.437 -1.252 0.691  0.27
15 H 1.254 1.283 1.198  0.23
16 H 2.123 -0.567 -1.591  0.24
17 H 2.569 0.525 -0.196  0.22
18 H 1.340 0.975 -1.457  0.23
19 H -0.576 0.855 2.792  0.27
20 H 0.444 -0.562 3.037  0.30
21 H -1.022 -0.608 1.984  0.24

Density functional theory data (ωB97M-V/def2-TZVPD) for a gas-phase ion, C7H12NO (charge +1) in a non-equilibrium geometry.

Structure (SMILES): C=CC[N@+](C)(C=C)C=O
DFT total energy, eV: -10980.375
Frontier orbital gap, Eh: 0.36999
Charge: +1
Energy relative to the best compared isomer or geometry (same formula, charge and spin), kcal/mol: 93.4
HOMO energy, eV: -14.17

Last column: natural (NBO) charge in e.
Atoms and positions in Å:
1 C -3.060 -0.035 0.152  -0.26
2 C 2.631 -0.717 0.364  -0.29
3 C -1.938 0.669 0.233  -0.27
4 C 1.856 0.282 0.764  -0.07
5 C 0.793 1.794 -0.592  0.58
6 C 0.290 -0.478 -1.066  -0.46
7 C -0.662 0.415 0.976  -0.24
8 N 0.571 0.460 0.070  -0.32
9 O 0.483 2.725 0.018  -0.41
10 H -3.870 0.267 -0.340  0.21
11 H -3.139 -0.963 0.574  0.18
12 H 3.508 -0.890 0.804  0.23
13 H 2.418 -1.487 -0.327  0.22
14 H -2.109 1.493 -0.381  0.22
15 H 1.961 0.929 1.641  0.26
16 H 1.326 1.510 -1.602  0.19
17 H -0.484 -0.082 -1.829  0.26
18 H 1.059 -0.799 -1.719  0.24
19 H -0.065 -1.363 -0.734  0.24
20 H -0.782 -0.400 1.626  0.25
21 H -0.374 1.188 1.607  0.23

Density functional theory data (ωB97M-V/def2-TZVPD) for a gas-phase ion, C7H12NO3 (charge -1) in a non-equilibrium geometry.

Structure (SMILES): C/C(=C(/N)OC(=O)[O-])C(C)C
DFT total energy, eV: -15086.735
Frontier orbital gap, Eh: 0.25980
Charge: -1
Energy relative to the best compared isomer or geometry (same formula, charge and spin), kcal/mol: 27.4
HOMO energy, eV: -3.51

Last column: natural (NBO) charge in e.
Atoms and positions in Å:
1 C 1.171 0.862 0.402  0.50
2 C 3.282 -0.058 -0.467  0.99
3 C -2.449 0.520 -0.211  -0.61
4 C -1.458 -1.563 0.743  -0.59
5 C 0.092 0.156 -1.700  -0.67
6 C -1.235 -0.099 0.620  -0.23
7 C 0.139 0.175 -0.194  -0.19
8 N 1.255 1.137 1.730  -0.86
9 O 3.429 -0.307 -1.634  -0.69
10 O 2.257 1.186 -0.322  -0.68
11 O 3.617 -0.449 0.638  -0.74
12 H -3.194 0.882 0.367  0.19
13 H -2.861 -0.109 -1.032  0.19
14 H -2.151 1.342 -0.877  0.21
15 H -1.109 -2.079 -0.098  0.21
16 H -0.956 -1.946 1.739  0.19
17 H -2.490 -1.847 0.858  0.18
18 H 0.894 0.854 -2.086  0.26
19 H -0.887 0.262 -2.235  0.18
20 H 0.495 -0.841 -2.103  0.20
21 H -1.127 0.364 1.566  0.20
22 H 1.040 0.345 2.411  0.36
23 H 2.245 1.214 1.884  0.39

Density functional theory data (ωB97M-V/def2-TZVPD) for a gas-phase ion, C7H12NS (charge +1) in a non-equilibrium geometry.

DFT total energy, eV: -19769.285
Frontier orbital gap, Eh: 0.35726
Charge: +1
Energy relative to the best compared isomer or geometry (same formula, charge and spin), kcal/mol: 42.8
HOMO energy, eV: -14.40

Last column: natural (NBO) charge in e.
Atoms and positions in Å:
1 C -0.853 0.927 -0.950  -0.42
2 C 0.209 1.857 -0.345  -0.39
3 C -2.324 -0.793 0.222  -0.61
4 C -1.003 -0.042 0.229  -0.15
5 C 0.528 -0.464 0.549  -0.34
6 C 1.044 0.988 0.664  -0.28
7 C 1.909 -0.885 -0.066  0.21
8 N 2.138 -2.115 -0.433  -0.71
9 S 2.728 0.589 0.032  0.51
10 H -1.719 1.398 -1.087  0.22
11 H -0.432 0.571 -1.818  0.21
12 H 0.958 2.473 -1.065  0.22
13 H -0.247 2.555 0.176  0.21
14 H -2.359 -1.383 -0.788  0.21
15 H -3.140 0.053 0.196  0.25
16 H -1.188 0.450 1.213  0.21
17 H 0.355 -0.868 1.574  0.27
18 H 1.185 1.496 1.706  0.26
19 H 1.461 -2.724 -0.824  0.44
20 H 3.027 -2.580 -0.269  0.43
21 H -2.277 -1.505 1.085  0.23

What is the formula in the third record? C7H12N4S2

Which value of DFT total energy does entry 7 give? -15086.735 eV